Computed, not measured: C37H39AsF3N2O2PRuSi as an isolated structure, with the ωB97M-V functional and the def2-TZVPD basis.

For the HOMO-LUMO gap, the calculation gives 4.249 eV. Its total charge is +2.

Element x y z (Å)
Ru1 -1.319768 0.909506 1.221921
C1 1.218153 3.429200 2.429290
C2 0.484871 2.521958 3.352218
C3 0.553818 2.637379 4.757498
C4 -0.228323 1.850134 5.571381
C5 -1.123108 0.910675 5.023418
C6 -1.102839 0.824900 3.665697
N1 -0.302615 1.578611 2.869051
N2 -1.873192 0.101640 2.708067
Si1 -3.627074 -0.449636 2.528044
C7 -3.663465 -0.278721 0.641585
C8 -3.817264 -2.175887 3.149548
C9 -4.661223 0.804368 3.401468
H1 0.769741 4.424457 2.472513
H2 1.178192 3.069428 1.402599
H3 2.259143 3.524423 2.735994
H4 1.216486 3.377561 5.184475
H5 -0.172078 1.965566 6.645462
H6 -1.775527 0.305250 5.635585
H7 -4.004329 -1.199994 0.165170
H8 -2.686087 -0.112714 0.113507
H9 -4.320574 0.535397 0.334512
H10 -3.200631 -2.900415 2.616773
H11 -4.861726 -2.470520 3.014273
H12 -3.596854 -2.246381 4.216061
H13 -4.292241 1.822204 3.268355
H14 -4.743991 0.590975 4.468052
H15 -5.669816 0.764288 2.980229
F1 -3.935842 4.619480 0.211096
C10 -2.820873 4.278260 -0.414321
F2 -3.082486 4.036718 -1.694310
F3 -1.939215 5.273694 -0.325856
C11 -2.205103 3.022276 0.229657
O1 -2.585225 2.624151 1.369158
O2 -1.309980 2.379757 -0.365970
C12 0.256093 -0.259327 -1.459738
C13 -0.929610 -1.064921 -1.965793
As1 -0.788147 -1.636558 -3.891265
C14 0.994776 -2.425352 -3.643829
C15 2.208523 -1.740978 -3.715758
C16 3.407364 -2.402934 -3.484360
C17 3.408685 -3.759048 -3.185567
C18 2.208771 -4.451949 -3.121239
C19 1.011656 -3.789650 -3.353494
C20 -0.283519 0.117090 -4.599834
C21 -0.933775 1.276574 -4.180822
C22 -0.656452 2.499544 -4.775497
C23 0.267548 2.575850 -5.807824
C24 0.897423 1.422782 -6.254441
C25 0.617538 0.200319 -5.660789
P1 0.488661 -0.312602 0.337891
C26 2.055983 0.481862 0.701940
C27 2.622891 1.376497 -0.206451
C28 3.825543 1.995769 0.102744
C29 4.454538 1.730518 1.310679
C30 3.889496 0.840589 2.217417
C31 2.691491 0.215695 1.916621
C32 0.633383 -2.038487 0.829595
C33 -0.246760 -2.682413 1.690141
C34 -0.083124 -4.031445 1.965745
C35 0.958046 -4.733748 1.376595
C36 1.834228 -4.093157 0.511283
C37 1.679876 -2.745784 0.230308
H16 0.176084 0.784433 -1.764384
H17 1.194122 -0.648302 -1.865742
H18 -1.860889 -0.504433 -1.870738
H19 -1.042537 -2.006471 -1.421301
H20 2.225333 -0.691821 -3.984463
H21 4.343694 -1.865332 -3.564411
H22 4.345263 -4.279491 -3.032883
H23 2.205717 -5.514508 -2.915408
H24 0.080272 -4.345091 -3.328831
H25 -1.686675 1.236656 -3.400005
H26 -1.174972 3.390070 -4.443665
H27 0.479762 3.526545 -6.278215
H28 1.601088 1.471729 -7.074895
H29 1.106913 -0.692539 -6.031534
H30 2.146800 1.584261 -1.155798
H31 4.275712 2.676955 -0.606663
H32 5.397782 2.207789 1.541401
H33 4.395812 0.620749 3.148004
H34 2.266585 -0.504012 2.607899
H35 -1.053215 -2.134503 2.155828
H36 -0.763609 -4.534852 2.639763
H37 1.086777 -5.786245 1.591002
H38 2.640509 -4.643700 0.046157
H39 2.363589 -2.260610 -0.457580

Cartesian forces (eV/Å) of the 6 atoms listed first:
-0.541 -0.172 -0.069
0.013 -0.005 -0.036
0.045 -0.086 0.115
-0.037 -0.020 0.017
0.024 0.009 -0.031
0.081 0.019 -0.003